The following is a DFT calculation (ωB97M-V/def2-TZVPD) of 2 unconnected molecules or ions with the total composition C7H11N3O in a non-equilibrium geometry.

```
22
Properties=species:S:1:pos:R:3:forces:R:3:nbo_charge:R:1
O -2.901082 -1.037483 0.188602 0.37 0.76 -0.21 -0.333
N -4.473217 0.583573 0.873159 0.73 -0.79 0.39 -0.793
N -1.329194 0.290081 -0.535262 0.21 -0.30 -0.07 -0.209
N -1.645366 -0.928257 -0.397687 1.67 -1.96 -0.24 -0.108
C -3.346531 0.238259 0.345883 -1.35 1.63 0.14 0.453
C 1.822980 -0.892551 0.878503 0.62 0.04 -2.92 -0.406
C 1.906760 0.620217 0.820363 3.12 0.36 -2.07 -0.384
C 1.919420 0.959458 -0.718140 -2.44 2.05 1.36 -0.528
C 1.253764 -1.330461 -0.528268 0.85 0.51 -0.04 -0.531
C -2.337492 1.086491 -0.168536 0.77 -0.55 -0.17 -0.266
C 1.010943 -0.079794 -1.277496 0.73 -0.15 3.14 0.374
H 2.891588 0.843163 -1.121436 1.15 -0.41 -0.61 0.258
H 1.645154 2.069197 -0.885199 0.14 -1.89 -0.11 0.258
H 1.028091 0.972414 1.219417 -1.92 1.20 0.95 0.222
H -4.728360 -0.250335 1.397992 -0.90 -0.01 0.00 0.325
H 1.042086 -1.103526 1.497095 -1.59 -1.11 2.31 0.227
H 0.477924 0.001497 -2.137801 -1.23 0.04 -2.59 0.208
H 2.776967 1.173472 1.246604 -0.64 -0.86 0.17 0.225
H -2.251749 2.132317 -0.130773 -0.07 0.92 0.05 0.212
H 2.081360 -1.780871 -1.152974 -0.61 0.15 0.27 0.270
H 2.696168 -1.495796 1.014630 0.60 0.08 0.76 0.219
H 0.459776 -2.071064 -0.428679 -0.20 0.32 -0.50 0.306
```
Forces are in eV/Å.

Results
* energy relative to the best compared isomer or geometry (same formula, charge and spin): 153.07 kcal/mol
* HOMO: -6.511 eV
* gap between HOMO and LUMO: 4.516 eV
* maximum force: 3.77 eV/Å
* charge: 0
* total energy: -512.6138 Eh

***

The following is a DFT calculation (ωB97M-V/def2-TZVPD) of 4 unconnected molecules or ions with the total composition C30H78BFN10O5P3 in a non-equilibrium geometry.

```
128
Properties=species:S:1:pos:R:3:forces:R:3:lowdin_spin:R:1
P 2.448452 0.556165 -4.717146 5.14 -1.74 5.04 0.000
P -3.220681 3.994751 -1.769485 5.50 -2.21 2.93 0.000
P 3.980233 -6.185622 -2.498161 5.76 -0.30 -3.16 0.000
F -2.337670 2.811019 3.546635 -0.09 -0.15 0.10 0.000
O -1.537267 2.162248 8.118889 0.17 0.40 -1.05 0.001
O -3.899844 2.641269 -1.635415 -2.59 2.14 -1.78 0.000
O 2.144668 1.796420 -3.877848 -2.72 0.55 -3.00 0.000
O -6.432455 0.949732 7.292748 0.51 -0.54 1.17 0.565
O 3.552597 -4.929703 -3.237487 -2.89 -0.71 2.31 0.000
N 2.212410 -0.513749 -3.390526 0.00 0.06 1.10 0.000
N 4.122090 0.938390 -5.000467 0.64 -0.27 -0.35 0.000
N -5.176446 1.136651 7.024208 -1.90 1.30 -2.37 0.330
N -2.921184 5.746446 -2.001664 -3.11 0.27 -1.27 0.000
N -2.709514 4.107589 -0.111150 0.70 0.28 0.46 0.000
N -1.957183 3.527034 -2.823534 0.11 -0.68 -0.11 0.000
N 3.967831 -7.689031 -1.526508 -3.09 0.85 1.03 0.000
N 4.454504 -7.078069 -3.914733 0.65 -0.52 -0.25 0.000
N 5.316073 -5.522142 -1.656652 0.26 0.68 -0.17 0.000
N 2.533596 -0.867420 -5.816680 -2.59 1.19 -2.20 0.000
C 4.597212 -8.922199 -1.963835 0.25 -0.09 -0.65 0.000
C -1.699379 2.538591 4.756912 0.58 -0.34 0.91 0.001
C 1.664761 -0.692673 -6.996257 -0.23 -0.12 0.17 0.000
C -1.007567 -0.034072 6.948117 0.31 0.64 -0.43 0.000
C -3.652543 3.034172 6.235575 -0.69 -0.78 -0.71 0.002
C -4.931322 0.537698 5.687763 0.59 -1.95 -1.00 0.030
C 4.274807 2.205554 -5.711809 -0.26 -0.04 -0.16 0.000
C -2.397138 3.296266 -4.191628 -0.48 -0.08 0.05 0.000
C -3.504628 0.781049 5.112750 0.35 -0.04 0.37 -0.001
C -2.675349 1.907976 5.784299 -0.77 0.79 0.34 0.002
C -1.589145 3.302428 0.357629 0.30 -0.15 -0.27 0.000
C 5.697382 -6.741939 -4.596061 0.21 0.21 0.22 0.000
C -5.069672 -1.004293 5.881385 0.35 0.35 0.28 0.003
C -2.132079 6.545436 -1.082541 0.22 -0.24 0.61 0.000
C -6.018288 3.543424 6.852122 0.17 0.35 -0.01 0.008
C -0.590893 4.001552 -2.809765 0.11 0.67 0.06 0.000
C 3.784572 -1.469501 -6.241851 0.68 0.44 0.07 0.000
C 2.990547 -1.690298 -3.069178 0.06 -0.37 -0.69 0.000
C 0.810001 -0.733076 -3.064995 -0.13 0.39 -0.27 0.000
C 3.368332 -7.163516 -4.888707 -0.23 0.01 0.24 0.000
C 6.575119 -6.170317 -1.374505 -0.07 -0.69 0.17 0.000
C -3.829618 3.963073 0.815401 -0.26 0.16 -0.21 0.000
C 4.930837 -4.658683 -0.547826 -0.46 0.10 -0.09 0.000
C 2.614849 -7.993776 -1.021385 0.05 0.22 0.27 0.000
C 5.071422 0.880415 -3.896845 -0.14 -0.20 0.34 0.000
C -1.047533 3.851121 5.196194 0.22 -0.25 -0.81 0.000
C -4.167526 6.469364 -2.316728 0.05 -0.09 -0.32 0.000
C -4.455049 2.826473 8.618456 -0.13 -0.58 -0.10 0.007
C -4.848683 2.582289 7.122995 1.02 1.52 1.73 0.028
C -5.972199 0.906888 4.608501 0.14 -0.03 -0.17 0.014
B -1.753738 1.367125 6.981999 -0.06 -0.35 0.49 0.002
H 5.637306 -8.769757 -2.243938 -0.07 0.12 -0.12 0.000
H -0.221082 4.043672 4.501713 -0.17 0.12 0.08 0.000
H -6.954622 0.484662 4.829418 0.04 0.40 0.24 0.003
H 4.604172 -9.623338 -1.123597 -0.16 0.22 0.17 0.000
H 0.039855 3.328667 -3.395482 -0.14 -0.07 -0.05 0.000
H -2.950687 -0.163263 5.180043 0.02 0.21 0.07 0.000
H 4.688251 1.345203 -2.981371 0.04 0.01 0.03 0.000
H -6.367962 3.553173 5.816859 -0.07 -0.22 0.15 0.001
H -6.028679 1.973079 4.373574 -0.06 -0.09 0.18 0.000
H 2.174861 -7.102004 -0.563946 0.00 -0.01 -0.06 0.000
H -3.955324 7.476076 -2.682861 0.07 -0.02 0.05 0.000
H 4.420702 -1.722062 -5.397031 -0.02 0.16 0.04 0.000
H -3.781912 3.677399 8.732875 -0.10 -0.08 -0.07 0.000
H 6.002674 1.381349 -4.167666 -0.13 0.13 -0.17 0.000
H 3.534276 2.291406 -6.513268 -0.01 0.02 0.03 0.000
H -4.530663 -1.545962 5.098062 -0.23 0.15 -0.05 0.000
H -4.827362 6.545495 -1.443473 -0.03 0.15 -0.02 0.000
H 4.061982 -1.506300 -3.113894 -0.03 0.05 -0.13 0.000
H 6.991035 -6.669441 -2.246936 -0.16 -0.06 0.02 0.000
H 4.352229 -0.839291 -6.933956 0.04 -0.02 0.01 0.000
H 2.758455 -2.547341 -3.713765 0.05 -0.07 0.06 0.000
H -3.630066 0.948609 4.039489 0.14 0.28 0.19 0.000
H -1.152678 6.107358 -0.903065 -0.10 -0.15 0.05 0.000
H 3.256017 -6.238063 -5.463216 -0.09 0.02 0.03 0.000
H -6.111759 -1.324751 5.892697 0.12 0.03 0.17 0.000
H 7.316022 -5.421013 -1.086127 -0.16 0.13 0.04 0.000
H -3.360060 2.781005 -4.206493 0.02 0.02 0.09 0.000
H -1.952878 7.523629 -1.540281 -0.18 -0.09 -0.25 0.000
H -4.580688 -1.252585 6.831091 -0.21 -0.16 -0.10 0.000
H 5.835875 -5.661198 -4.720356 0.04 0.01 -0.05 0.000
H -1.689143 2.659524 -4.725921 0.11 0.07 0.09 0.000
H -3.950987 1.927019 8.984127 0.05 0.28 0.14 0.001
H 2.793254 -1.995970 -2.038620 -0.20 0.12 -0.01 0.000
H 2.064681 0.055932 -7.691514 -0.03 -0.09 -0.14 0.000
H 1.538360 -1.635187 -7.532835 0.09 -0.01 0.04 0.000
H -4.124985 2.915952 0.940374 -0.09 0.01 -0.01 0.000
H -0.157895 4.003834 -1.811976 -0.16 0.08 0.01 0.000
H 4.150490 3.068115 -5.048318 -0.08 0.03 -0.04 0.000
H 4.075064 -9.398860 -2.798747 0.05 -0.02 -0.02 0.000
H 0.349195 -1.469388 -3.741960 -0.04 -0.12 0.10 0.000
H -1.549521 3.289248 1.447410 -0.28 0.06 -0.07 0.000
H 0.667861 -0.365535 -6.682627 0.04 0.04 0.01 0.000
H -1.638996 2.264154 0.008093 0.04 -0.04 0.02 0.000
H 1.946029 -8.328950 -1.823276 -0.06 -0.12 0.08 0.000
H -0.610086 3.829144 6.195833 -0.34 -0.01 0.01 0.000
H 5.355389 -0.149701 -3.677290 -0.10 0.01 0.06 0.000
H -0.635351 3.733355 0.046152 -0.05 -0.07 -0.12 0.000
H -3.169464 3.862764 6.753118 0.15 -0.22 -0.06 0.000
H -0.489418 5.010657 -3.239152 0.02 0.03 0.03 0.000
H -3.568169 4.371345 1.794035 0.14 0.00 -0.05 0.000
H -0.911282 1.795862 4.563432 -0.16 0.10 -0.36 0.000
H -5.627352 4.552679 7.049453 0.02 -0.17 -0.10 0.000
H -6.842686 3.416444 7.554434 0.02 -0.29 -0.25 0.001
H -0.126800 0.036853 7.596835 -0.13 -0.25 -0.02 0.000
H 3.558549 -2.412500 -6.749125 -0.33 0.06 0.06 0.000
H 4.657930 -5.244002 0.343270 0.11 0.05 0.08 0.000
H -4.713822 5.948402 -3.109510 0.00 -0.02 0.06 0.000
H 5.728563 -7.203436 -5.584469 -0.23 0.00 0.00 0.000
H 5.261487 2.260040 -6.178199 0.02 -0.10 0.05 0.000
H 0.243233 0.197693 -3.142614 0.07 0.02 -0.01 0.000
H 0.698120 -1.084920 -2.037609 0.11 -0.07 -0.02 0.000
H -1.632751 -0.865119 7.293038 0.00 0.15 -0.03 0.000
H -1.781295 4.650597 5.072711 0.17 0.02 0.32 0.000
H -5.333456 2.996097 9.248768 0.02 -0.13 -0.17 0.001
H -0.631155 2.503142 8.100155 -0.13 -0.32 0.55 0.000
H 2.649099 -8.765231 -0.249773 0.08 -0.01 -0.05 0.000
H 6.505827 -6.900721 -0.554015 0.02 -0.02 0.00 0.000
H -2.626569 6.707057 -0.119582 0.05 -0.01 0.03 0.000
H 2.415466 -7.364089 -4.389720 0.00 0.04 -0.01 0.000
H -5.647701 0.409398 3.685689 0.00 0.09 0.15 0.000
H 3.548524 -7.988463 -5.582110 0.11 -0.02 0.06 0.000
H 6.559356 -7.149272 -4.064782 -0.02 0.10 0.03 0.000
H -0.666317 -0.261543 5.928176 -0.11 -0.20 0.19 0.000
H 5.741485 -3.976947 -0.284214 0.09 -0.11 -0.05 0.000
H -2.508589 4.241771 -4.744887 0.11 -0.03 -0.10 0.000
H -4.088875 3.452150 5.313236 0.15 -0.05 0.11 0.000
H 4.073614 -4.039488 -0.820277 0.02 -0.06 -0.08 0.000
H -4.703898 4.517155 0.458479 0.00 -0.05 -0.03 0.000
```
Forces are in eV/Å.

Results
* HOMO: -7.696 eV
* spin multiplicity: 2
* gap between HOMO and LUMO: 7.144 eV
* maximum force: 7.40 eV/Å
* ⟨S²⟩: 0.754
* charge: 0
* total energy: -3262.1158 Eh